Entry from the OMol25 dataset: a structure of composition C58H36BrCl4IIrN4O3 in a non-equilibrium geometry (wB97M-V/def2-TZVPD).

```
108
Properties=species:S:1:pos:R:3:forces:R:3:mulliken_spin:R:1
Ir -0.5027 0.1572 0.1441 -1.30 1.41 -1.34 0.759
Cl 0.9257 9.7930 -0.3433 0.01 0.01 -0.01 0.000
C 0.6918 8.0743 -0.3525 0.00 0.01 0.00 0.000
C 1.4298 7.2808 0.5088 0.04 -0.06 0.04 0.000
C 1.2292 5.9082 0.5022 0.03 0.03 0.11 0.001
C 0.2878 5.3267 -0.3450 -0.14 -0.03 0.04 0.003
C -0.4331 6.1476 -1.2094 -0.03 -0.01 -0.11 0.002
C -0.2313 7.5171 -1.2227 -0.04 0.03 -0.05 0.000
C 0.0690 3.8583 -0.3178 -0.72 0.66 0.16 -0.026
C 1.1559 3.0568 -0.4544 0.10 -0.34 -0.21 0.008
C 2.4435 3.4654 -0.9241 0.09 0.06 0.07 0.022
C 3.2438 2.3772 -0.8270 0.20 -0.16 0.18 -0.012
C 2.4307 1.3202 -0.2858 0.32 -0.25 0.48 0.015
C 2.9095 0.0004 0.0529 0.19 -0.19 -0.28 -0.063
C 4.0738 -0.1976 0.9442 0.09 0.07 -0.27 -0.006
C 4.2022 -1.4091 1.6371 -0.11 -0.07 0.15 -0.016
C 5.2811 -1.6566 2.4724 -0.11 -0.12 -0.02 0.013
C 6.2446 -0.6816 2.6486 0.00 0.02 0.01 -0.019
Cl 7.6145 -0.9962 3.6641 0.01 0.01 0.03 -0.002
C 6.1010 0.5609 2.0547 -0.03 0.18 -0.08 0.012
C 5.0153 0.8025 1.2267 0.06 -0.02 -0.04 -0.017
C 2.2438 -1.0788 -0.4936 0.04 0.28 0.37 0.088
N 0.9256 -1.0295 -0.9021 0.12 -0.27 0.38 -0.040
C 0.6209 -2.2875 -1.3668 -0.01 0.19 0.09 0.028
C -0.6455 -2.7144 -1.6910 -0.34 -0.20 -0.30 -0.011
C -0.8686 -4.1708 -1.9421 -0.02 0.12 -0.08 -0.009
C -0.2161 -4.8723 -2.9556 -0.05 0.05 -0.13 -0.010
C -0.4103 -6.2380 -3.1185 0.12 0.07 -0.08 0.000
C -1.2605 -6.9090 -2.2559 -0.04 0.03 0.05 -0.003
Cl -1.4776 -8.6241 -2.4327 -0.01 0.04 -0.03 0.000
C -1.9326 -6.2333 -1.2500 -0.13 0.04 -0.01 0.003
C -1.7347 -4.8680 -1.1006 -0.05 -0.03 0.03 -0.004
C -1.7796 -1.8701 -1.6902 0.51 -0.39 -0.21 0.040
C -3.0306 -2.2320 -2.2977 0.18 -0.21 -0.02 -0.042
C -3.8803 -1.2037 -2.0984 -0.16 0.03 -0.03 0.035
C -3.1607 -0.2005 -1.3708 -0.23 0.10 -0.11 -0.044
N -1.8695 -0.6214 -1.1642 0.37 -0.45 0.33 0.027
C -3.7104 0.9861 -0.9626 -0.52 0.07 -0.15 0.023
C -2.9636 2.0622 -0.4850 -0.24 0.15 0.21 -0.029
C -3.4889 3.3319 -0.0976 -0.15 -0.44 -0.18 0.017
C -2.4166 4.1444 0.0818 0.63 0.13 0.08 -0.021
C -1.2453 3.3590 -0.1835 0.27 0.67 0.50 0.043
N -1.5925 2.0790 -0.4608 0.15 -1.31 0.22 0.008
C -5.1870 1.1308 -1.1249 0.09 0.24 0.05 0.005
C -6.0424 0.3132 -0.3956 -0.08 -0.09 0.19 0.006
C -7.4198 0.4369 -0.5156 0.02 -0.12 0.09 -0.002
C -7.9414 1.3758 -1.3874 0.01 0.04 -0.04 0.002
Cl -9.6640 1.5336 -1.5428 0.02 0.00 -0.01 0.000
C -7.1105 2.1915 -2.1401 0.09 0.06 -0.05 -0.001
C -5.7345 2.0689 -2.0008 0.00 -0.03 0.03 0.005
C 1.8057 -3.1188 -1.3255 -0.06 -0.10 -0.08 0.014
C 2.7915 -2.3881 -0.7775 0.09 0.08 0.02 -0.004
N 1.1699 1.7151 -0.1109 0.43 -0.04 -0.69 0.116
H 2.1482 7.7344 1.1792 -0.03 -0.02 -0.02 0.000
H 1.8006 5.2767 1.1763 -0.08 0.09 -0.06 -0.001
H -1.1423 5.7038 -1.8999 0.03 0.04 0.08 0.002
H -0.7824 8.1524 -1.9034 0.01 -0.02 0.02 0.000
H 2.6961 4.4468 -1.3012 -0.07 -0.14 0.01 0.001
H 4.2761 2.2843 -1.1370 -0.17 -0.02 0.05 0.001
H 3.4015 -2.1389 1.5895 0.10 0.02 0.02 -0.006
H 5.3570 -2.5964 3.0065 -0.02 0.06 -0.06 0.000
H 6.8332 1.3388 2.2464 -0.10 -0.10 -0.04 0.000
H 4.9029 1.7907 0.8058 0.06 -0.05 0.01 -0.001
H 0.4383 -4.3407 -3.6423 -0.08 -0.07 0.10 -0.001
H 0.0910 -6.7798 -3.9133 -0.04 0.06 0.09 0.000
H -2.5929 -6.7729 -0.5802 0.06 0.05 -0.10 0.000
H -2.2249 -4.3389 -0.2879 0.04 -0.06 -0.15 -0.002
H -3.2126 -3.1460 -2.8443 0.07 0.07 0.10 0.001
H -4.9033 -1.1136 -2.4404 0.21 0.03 0.05 0.004
H -4.5363 3.5743 0.0234 0.16 -0.07 -0.08 0.002
H -2.4168 5.1846 0.3783 0.03 -0.12 -0.12 -0.001
H -5.6237 -0.4183 0.2922 -0.07 0.14 -0.10 0.000
H -8.0855 -0.1877 0.0687 0.06 0.05 -0.06 0.000
H -7.5371 2.9135 -2.8274 0.04 -0.08 0.07 0.000
H -5.0741 2.6971 -2.5900 -0.06 -0.03 0.06 0.001
H 1.8690 -4.1395 -1.6730 -0.04 0.14 0.01 -0.001
H 3.8255 -2.6754 -0.6437 -0.15 0.06 0.02 0.001
I -1.6266 -9.0774 1.6281 -0.01 -0.01 0.04 0.000
C -1.0341 -7.0779 1.7401 0.07 0.01 0.06 0.001
C -1.8924 -6.1420 2.3024 0.08 0.20 0.04 0.000
C -1.5103 -4.8027 2.3360 -0.14 -0.12 -0.07 -0.001
C -0.2777 -4.4089 1.8273 0.02 -0.12 0.08 0.004
C 0.5796 -5.3636 1.2886 0.08 -0.14 0.05 0.001
C 0.2018 -6.7039 1.2311 0.05 0.24 0.03 0.000
C 0.1050 -2.9527 1.8024 0.90 0.55 0.14 -0.007
O 1.1442 -2.5904 2.4301 -0.96 0.27 -0.71 -0.001
O -0.6421 -2.2223 1.0884 -0.08 0.08 0.43 0.094
H -2.8516 -6.4487 2.7043 0.08 0.03 -0.03 0.000
H -2.1862 -4.0540 2.7449 0.11 -0.12 -0.05 0.001
H 1.5492 -5.0555 0.9003 -0.18 -0.05 0.10 0.000
H 0.8602 -7.4422 0.7851 -0.07 0.08 0.06 0.000
C 1.1940 1.0349 3.0234 0.06 0.08 0.03 0.000
O 0.9186 0.1700 1.9282 0.04 -1.09 0.44 0.028
H 2.1741 0.8033 3.4450 0.02 -0.06 -0.09 0.002
H 0.4416 0.9436 3.8058 -0.04 -0.03 0.02 0.000
H 1.2077 2.0663 2.6611 -0.01 -0.14 -0.09 0.002
H 1.0343 -0.8043 2.1898 -0.15 0.50 -0.04 0.002
Br -4.9625 0.5281 5.1744 0.01 0.01 -0.03 0.000
C -3.7607 0.4580 3.7074 -0.10 -0.07 -0.01 0.001
C -2.7568 1.3990 3.6012 0.16 0.06 -0.15 0.001
C -1.8689 1.3213 2.5301 -0.06 0.17 -0.11 -0.019
C -1.9750 0.3254 1.5624 0.27 -0.21 0.65 0.037
C -3.0069 -0.6058 1.6903 -0.01 -0.01 0.08 -0.064
C -3.8995 -0.5410 2.7590 0.15 -0.01 -0.18 0.002
H -2.6603 2.1829 4.3414 0.01 -0.01 -0.03 0.000
H -1.0930 2.0792 2.4438 -0.16 -0.11 0.02 0.003
H -3.1233 -1.4108 0.9743 0.10 0.00 0.07 -0.002
H -4.6872 -1.2790 2.8571 0.04 0.04 -0.01 0.000
```
Forces are in eV/Å.

Multiplicity: 2
Calculated total energy in eV: -203904.498


Entry from the OMol25 dataset: a structure of composition C58H37I4N9S2Sc in a non-equilibrium geometry (wB97M-V/def2-TZVPD).

```
111
Properties=species:S:1:pos:R:3:forces:R:3:mulliken_charge:R:1
Sc -1.1420 -0.3732 0.4403 0.88 -0.29 -0.02 0.725
I 3.2203 -5.9532 -6.5781 0.05 0.03 -0.13 0.144
C 2.2540 -4.8181 -5.1504 -1.02 0.60 1.90 -0.346
C 1.5812 -5.4574 -4.0715 0.84 0.18 -0.32 -0.773
C 0.9762 -4.6909 -3.0639 -0.01 -0.37 -1.40 -0.610
C 0.9582 -3.3117 -3.1530 -0.48 1.32 -0.02 0.521
C 1.6215 -2.6698 -4.2163 -0.13 -0.17 1.15 -0.917
C 2.2805 -3.3905 -5.1624 0.42 -1.98 -1.36 -0.691
C 0.2251 -2.4849 -2.1372 -0.55 0.90 1.20 0.868
C -0.6274 -1.3657 -2.5031 -0.62 0.05 0.20 -0.158
C -0.9942 -1.0371 -3.8557 -0.78 1.04 0.04 -1.456
C -1.9014 0.0219 -3.7866 0.65 -0.35 -0.60 -1.041
C -2.1591 0.3618 -2.3913 -0.14 -0.29 -1.86 1.089
C -3.1523 1.3379 -1.9894 1.27 -0.89 -0.54 0.492
C -4.0380 2.0256 -3.0271 1.27 0.02 -0.24 0.167
C -3.4913 2.6149 -4.1914 -0.67 -0.13 0.02 -0.251
C -4.3425 3.0638 -5.2093 -0.80 0.14 0.43 -0.587
C -5.7323 2.8440 -5.1314 -0.14 -0.15 1.73 -0.300
I -7.1195 3.1736 -6.6665 0.48 0.16 0.08 0.112
C -6.2833 2.3945 -3.8916 -0.27 0.32 -1.08 -0.587
C -5.4295 2.0419 -2.8616 0.71 -0.44 -0.46 -0.752
C -3.3369 1.6200 -0.6410 -0.19 1.24 2.79 0.387
N -2.7942 0.9343 0.4941 -1.52 0.51 -0.51 -0.168
C -3.3835 1.4861 1.6394 0.17 0.25 0.58 -0.235
C -3.0920 1.1403 3.0165 1.60 -0.73 -1.05 0.876
C -3.5618 1.9966 4.1247 -0.05 0.19 -0.15 0.646
C -4.1605 1.4524 5.2624 -1.39 1.95 0.16 -0.385
C -4.8220 2.3169 6.1746 0.65 0.72 -0.20 -0.744
C -4.6510 3.7147 6.0523 0.25 -1.31 -0.62 -0.217
I -5.9036 4.9542 7.2032 0.56 -0.11 -0.19 0.135
C -3.8186 4.2041 5.0277 -0.72 0.31 0.10 -0.932
C -3.3682 3.3777 4.0068 0.06 -0.32 -0.15 -0.421
C -2.1086 0.1795 3.3763 0.12 -1.38 -0.96 0.272
C -1.4565 0.0105 4.6532 -0.43 -0.36 -0.08 -1.069
C -0.5616 -1.0103 4.5860 -1.26 0.01 -2.67 -1.373
C -0.6539 -1.5918 3.2295 -0.69 0.70 0.93 0.402
N -1.5953 -0.8131 2.4879 1.16 -0.26 1.51 -0.354
C 0.0558 -2.7956 2.8418 -0.29 2.84 -1.00 0.482
C 0.2196 -3.0710 1.4806 -0.37 -1.44 -1.98 0.285
C 1.0662 -4.1871 1.0159 0.43 0.76 -0.81 -1.532
C 1.3016 -3.9729 -0.3279 -0.56 0.27 0.39 -0.876
C 0.4022 -2.8759 -0.7783 0.15 -0.95 0.29 0.637
N -0.3078 -2.4039 0.2948 1.26 0.20 2.18 -0.314
C 0.9223 -3.4938 3.8671 -2.51 -0.54 -0.76 -0.269
C 0.3212 -4.6041 4.5090 0.69 0.86 -0.01 -0.199
C 1.0261 -5.2210 5.5313 -0.58 -1.33 0.70 -0.376
C 2.3275 -4.8475 5.8516 0.36 0.98 -0.85 -0.461
I 3.3861 -5.5161 7.5666 -0.46 -0.02 -0.75 0.104
C 2.9358 -3.8532 5.0425 0.68 -0.47 0.98 -0.422
C 2.2130 -3.0976 4.1289 0.35 -0.60 0.21 -0.169
C -4.1965 2.6264 1.2945 0.45 -0.88 -3.26 -1.241
C -4.1055 2.7503 -0.1174 0.45 -1.40 1.78 -0.950
N -1.3562 -0.4736 -1.6373 0.49 -1.10 -0.38 0.253
H 1.5967 -6.5538 -3.9445 -0.06 0.70 -0.36 0.362
H 0.4577 -5.1882 -2.2689 -0.22 -0.19 0.11 0.755
H 1.6929 -1.5981 -4.1863 -0.09 0.31 -0.22 0.930
H 2.8034 -2.9379 -5.9973 0.00 0.27 0.21 0.405
H -0.6480 -1.5453 -4.7772 -0.30 0.50 0.90 0.547
H -2.2770 0.5820 -4.6630 0.04 -0.77 0.80 0.495
H -2.4174 2.7184 -4.3688 -0.32 0.07 0.46 0.604
H -3.9450 3.7069 -5.9805 0.11 -0.44 -0.43 0.436
H -7.3922 2.3209 -3.7649 1.21 0.02 -0.15 0.317
H -5.7945 1.6315 -1.9496 -0.54 -0.16 0.51 0.533
H -4.3779 0.4200 5.2826 0.04 -1.08 0.21 0.574
H -5.4866 1.9976 6.9839 0.40 -0.41 -0.47 0.377
H -3.6460 5.2608 4.9926 0.04 0.43 -0.20 0.430
H -2.9433 3.7086 3.0238 -0.14 0.23 1.51 0.485
H -1.7404 0.5013 5.5618 0.16 0.54 0.10 0.666
H 0.1158 -1.3117 5.3180 0.74 -0.62 1.13 0.669
H 1.4658 -5.0042 1.6577 -0.20 1.03 -0.60 0.461
H 1.9938 -4.4769 -1.0238 -0.51 0.26 0.96 0.770
H -0.7026 -4.9433 4.2762 0.71 0.37 0.00 0.459
H 0.5078 -6.0607 6.0397 0.61 0.71 -0.09 0.369
H 4.0181 -3.7007 5.1323 -0.52 0.25 0.27 0.387
H 2.6757 -2.2462 3.6282 -0.15 -0.34 -0.06 0.582
H -4.8483 3.2044 1.9159 0.13 0.18 0.30 0.736
H -4.4448 3.5586 -0.7305 -0.48 0.12 -0.14 0.747
N 4.0261 0.2200 1.1502 -1.23 -0.14 0.72 0.241
C 4.8195 -0.5073 0.2826 -1.30 0.69 -0.06 0.453
C 6.1375 -0.9039 0.4055 0.21 0.34 -1.08 -0.964
C 6.7074 -1.2936 -0.8208 0.88 -0.41 1.35 -0.522
C 5.8992 -1.5446 -1.9280 0.44 0.09 -1.56 -0.513
C 4.5514 -1.2130 -1.9937 0.03 -0.28 -0.42 -0.772
C 3.9940 -0.6559 -0.8799 -0.20 0.72 2.67 0.536
N 2.7098 -0.1643 -0.6038 -0.39 0.79 0.84 -0.161
C 2.7453 0.3668 0.6252 2.34 -2.03 -2.05 -0.086
C 1.7127 1.0337 1.3823 -1.48 1.22 0.73 0.188
C 1.8615 1.6620 2.6158 -0.47 -1.08 -1.26 -0.289
S 0.4701 2.5488 3.0181 -0.34 0.73 -1.12 -0.149
C -0.2190 2.2331 1.4413 1.23 -0.88 1.02 -0.307
N 0.4527 1.2947 0.7891 0.62 0.72 0.14 -0.056
H 4.2007 0.4303 2.1120 0.51 -0.05 0.20 0.211
H 6.6686 -0.8295 1.3546 0.09 0.16 -0.44 0.408
H 7.8232 -1.4014 -0.8704 -1.32 -0.31 -0.05 0.345
H 6.3810 -1.9508 -2.8340 -0.29 0.31 0.54 0.390
H 3.9118 -1.3019 -2.8577 0.28 -0.38 -0.36 0.434
H 2.6850 1.5850 3.3023 0.08 0.07 0.06 0.384
H -1.0826 2.7530 1.0300 -0.04 -0.40 0.35 0.690
C 2.3117 2.8054 -4.5651 -0.65 -0.52 0.12 -0.708
N 2.4736 3.6063 -3.3605 0.23 1.05 1.12 0.289
C 3.7287 3.8573 -2.8114 -0.71 0.61 1.30 -0.256
C 3.6195 4.7198 -1.7627 -1.38 -0.37 -0.50 -0.551
N 2.2213 4.9938 -1.6567 1.36 -1.13 -1.78 0.008
C 1.5168 4.3515 -2.6493 2.26 -1.24 -0.20 -0.165
S -0.0824 4.2839 -2.9175 -1.63 0.21 -0.11 -0.348
H 1.4106 2.1663 -4.5640 0.43 0.18 0.64 0.160
H 3.2104 2.1870 -4.6962 -0.34 0.25 0.08 0.271
H 2.1522 3.4187 -5.4350 0.27 0.54 -0.35 0.341
H 4.5588 3.2478 -3.0367 0.81 -0.21 -0.62 0.405
H 4.3579 5.1373 -1.0819 -0.35 -0.25 -0.30 0.403
H 1.7541 5.5565 -1.0006 -0.39 0.75 0.69 0.170
```
Forces are in eV/Å.

Total charge: +1
Calculated total energy in eV: -148927.200


> What is the formula in the second record?

C58H37I4N9S2Sc